DFT (ωB97M-V/def2-TZVPD) results for a structure of composition C8H16 at a distorted geometry.

Structure (ORCA input):
```
! RIJCOSX wB97M-V def2-TZVPD def2/J DEFGRID3
* xyz 0 1
H 0.17800 1.83955 -1.15914
C -1.35421 0.16672 2.05434
H -2.84447 -0.53475 -0.12759
H -0.51711 -0.14616 2.67837
H 1.05749 -2.84876 -1.00520
C -0.97133 0.22207 0.58385
H 0.96778 -1.79554 -2.40938
H 2.12814 0.90107 0.47208
H -2.79569 1.22485 -0.05929
H 3.11851 -0.43738 -0.00750
C -0.04945 -0.81916 0.20014
C 1.43356 -1.91571 -1.42777
C 1.08926 -0.72885 -0.55536
H 2.54874 0.69855 -1.23794
H 2.50794 -2.03046 -1.58039
H -1.93009 0.40918 -1.34916
H -1.67099 1.15380 2.39787
H -0.38475 -1.82595 0.46718
C -2.20746 0.33802 -0.30050
H 0.68150 2.13039 0.57870
C -0.10249 1.84404 -0.11100
H -0.96222 2.49773 -0.00701
H -2.18718 -0.51932 2.22435
C 2.26651 0.17607 -0.31964
*
```

The energy comes out at -8552.777 eV. The HOMO energy is -8.10 eV. The LUMO energy comes out at 0.85 eV. The energy above the lowest of the compared OMol25 structures with the same formula, charge and spin comes out at 53.83 kcal/mol. For the frontier orbital gap, the calculation gives 8.947 eV.

=====

DFT (ωB97M-V/def2-TZVPD) results for a structure of composition C8H16AlFO10P at a distorted geometry.

Structure (ORCA input):
```
! RIJCOSX wB97M-V def2-TZVPD def2/J DEFGRID3
* xyz -1 1
O 3.34396 4.26025 1.08790
O 2.39492 3.54642 3.19005
H 1.36345 -1.87864 -3.86377
Al 2.59146 1.54357 1.30652
C 0.80725 -2.35900 -3.06506
H 1.71790 -1.07987 -1.61745
H 2.47482 -2.80250 2.84914
H -1.57492 3.32659 -1.49137
C -2.98445 -1.46970 -1.74444
H -3.55523 0.38360 -0.94251
H 1.02109 -3.75850 3.23541
P 2.25398 4.66989 2.13629
C 1.09164 -2.18548 0.51990
O 0.51601 -2.47887 -0.65804
H -0.24133 -2.35321 -3.39228
H -0.47406 3.26064 -0.15235
C 0.76534 -1.59030 -1.75585
H -2.54467 -2.41350 -1.42079
O 1.01704 4.28340 1.27204
H -3.98986 -1.67335 -2.11264
C 1.39486 -2.87980 2.70803
C -3.08174 -0.52682 -0.57664
H -3.72948 -0.92799 0.20409
C -1.34174 0.92870 0.26750
C -1.52853 3.19220 -0.40885
O 0.89255 -3.13049 1.40697
H -2.39942 -0.97094 -2.51728
O 2.26225 6.12993 2.54430
F 4.00011 -0.22780 3.04829
H 1.05387 -1.98409 3.23002
O -1.79460 -0.29065 0.01523
H -2.06794 4.00890 0.06133
O -0.24179 1.08804 0.73589
H -0.05451 -0.87667 -1.74171
H 0.93945 -3.43190 -2.93149
O 1.83239 -1.25489 0.69021
O -2.13006 1.92280 -0.11658
*
```

The energy comes out at -47632.620 eV. The HOMO energy is -5.04 eV. The LUMO energy comes out at -0.98 eV. The energy above the lowest of the compared OMol25 structures with the same formula, charge and spin comes out at 35.88 kcal/mol. For the frontier orbital gap, the calculation gives 4.057 eV.

=====

DFT (ωB97M-V/def2-TZVPD) results for a structure of composition C8H16B2F8LiO2 at a distorted geometry.

Structure (ORCA input):
```
! RIJCOSX wB97M-V def2-TZVPD def2/J DEFGRID3
* xyz -1 1
H 6.40015 9.65922 0.14596
H 6.56381 7.41318 4.65490
C 7.14156 7.64779 -0.45010
H 6.34889 10.80882 3.13293
C 8.42585 8.99685 0.96678
F 8.14582 4.58727 5.17470
H 4.61941 8.72292 5.74890
B 10.81231 8.88351 4.01514
H 6.30207 10.40332 6.00380
H 9.37194 8.75211 0.48396
F 12.12969 9.36463 4.08925
H 7.82948 7.53665 -1.28827
F 10.17568 4.78891 4.21670
F 9.88586 9.78264 3.53345
C 7.33275 9.14090 -0.07699
F 10.75349 7.71192 3.23216
C 6.14909 8.26213 4.11142
H 5.69709 7.78789 3.24028
Li 8.87617 7.82491 3.39961
H 7.85487 9.72543 -0.83448
C 6.79264 10.43297 4.05483
H 7.78734 5.99602 0.67288
H 6.41424 6.83584 1.34499
O 8.14604 7.80524 1.67825
C 7.36837 6.98822 0.84051
H 5.04205 11.27046 4.96467
B 8.91436 5.28918 4.31867
F 10.41109 8.67904 5.26309
H 7.66162 11.06810 4.22682
F 9.06160 6.52631 4.90840
C 5.04028 9.11007 4.82096
H 4.16282 9.28241 4.19768
F 8.26724 5.53169 3.11868
C 5.70353 10.41366 5.09290
H 6.16418 7.40617 -0.86777
H 8.53660 9.93391 1.51245
O 7.16212 9.04138 3.80887
*
```

The energy comes out at -35963.854 eV. The HOMO energy is -7.05 eV. The LUMO energy comes out at 2.53 eV. The energy above the lowest of the compared OMol25 structures with the same formula, charge and spin comes out at 38.02 kcal/mol. For the frontier orbital gap, the calculation gives 9.583 eV.

=====

DFT (ωB97M-V/def2-TZVPD) results for the molecule C8H16BClO2 at a distorted geometry.

Structure (ORCA input):
```
! RIJCOSX wB97M-V def2-TZVPD def2/J DEFGRID3
* xyz 0 1
H -2.78603 -0.65206 -0.19946
B -0.56116 0.31148 -1.90963
C 1.55513 0.79182 -0.71311
H -2.33807 -0.02302 -2.67568
H -1.52714 1.44239 1.27961
H 1.91784 0.00945 1.92834
H 2.13454 -1.65392 0.10781
C -1.35137 1.49933 0.20812
H -1.76963 -1.06888 1.17209
C 0.98994 0.63303 -2.13475
H 1.43325 1.84147 -0.40555
H -2.30153 1.71799 -0.27699
H 3.41421 0.99520 -1.19719
C 0.89507 0.26290 1.66248
H 0.79362 -1.89764 -1.01208
H 0.75244 1.32406 1.84363
C 1.05929 -1.55929 -0.01344
H -1.54084 -1.88449 -0.37638
H -0.67914 2.32780 0.00534
H 0.22140 -0.29832 2.30525
H 0.57159 -2.19641 0.71854
C -1.77517 -0.93341 0.09279
C -0.78711 0.16521 -0.32235
O 2.90866 0.42973 -0.60293
H 1.52017 -0.17561 -2.64412
C 0.66309 -0.09379 0.19582
Cl 1.32558 2.09749 -3.11698
O -1.43005 0.19014 -2.89781
*
```

The energy comes out at -25851.327 eV. The HOMO energy is -9.64 eV. The LUMO energy comes out at 0.44 eV. Its SMILES is CC1(C)B(O)[C@@H](Cl)[C@H](O)C1(C)C. The energy above the lowest of the compared OMol25 structures with the same formula, charge and spin comes out at 0.00 kcal/mol. For the frontier orbital gap, the calculation gives 10.073 eV.